The following is a DFT calculation (the ωB97M-V functional and the def2-TZVPD basis) of a structure of composition C3H4HoO3 at a distorted geometry.

XYZ file:
```
11
Properties=species:S:1:pos:R:3:lowdin_spin:R:1
C -0.90 -1.07 0.55 0.184
C -2.14 -0.90 -0.20 0.027
O 0.30 -1.49 -0.06 0.044
H -0.97 -1.43 1.58 0.003
H -3.20 -0.70 -0.35 0.006
H -2.22 -1.68 -0.96 0.003
H 0.56 -2.39 0.21 0.004
O -2.06 1.00 0.25 0.269
C -0.86 0.88 0.57 0.037
O 0.20 1.39 0.29 0.034
Ho 1.93 0.11 -0.61 3.388
```

As for the net charge: +3. As for the LUMO energy (spin up / spin down): -15.2 / -18.0 eV. As for the largest force on an atom: 4.1 eV Å⁻¹. The calculation puts the highest occupied orbital energy (spin up / spin down) at -24.51 / -22.23 eV. The relative energy (zero: lowest compared OMol25 entry of this formula, charge and spin) comes out at 299.9 kJ/mol. As for the multiplicity: 5. The expectation value of S² is 6.01.